#i
Density functional theory data (wB97M-V/def2-TZVPD) for 2 unconnected molecules or ions with the total composition CH3ClN2O2.

The geometry in ORCA input format:
```
! RIJCOSX wB97M-V def2-TZVPD def2/J DEFGRID3
* xyz 0 1
C 0.467 -0.290 -0.014
N -1.058 1.486 0.049
N 0.080 0.995 -0.280
O -1.602 2.512 -0.345
O 0.774 1.436 -2.184
Cl -0.713 -1.193 1.127
H 0.560 -0.907 -0.764
H 1.244 -0.140 0.662
H -1.526 0.812 0.725
*
```

Values from the calculation:
HOMO (spin up / spin down)   -10.62 / -10.98 eV
HOMO-LUMO gap (spin up / spin down)   0.34119 / 0.34317 Ha

=====

#ii
Density functional theory data (wB97M-V/def2-TZVPD) for a molecular structure, CH3ClN2O2.

The geometry in ORCA input format:
```
! RIJCOSX wB97M-V def2-TZVPD def2/J DEFGRID3
* xyz 0 1
C -0.791 -0.716 0.066
N 0.395 -0.078 0.405
N 1.190 0.557 -0.515
O 1.025 -0.036 -1.605
O 1.883 1.469 -0.189
Cl -0.152 1.441 1.987
H -1.398 -0.930 0.904
H -1.504 -0.072 -0.660
H -0.648 -1.634 -0.392
*
```

Values from the calculation:
HOMO (spin up / spin down)   -11.19 / -11.19 eV
HOMO-LUMO gap (spin up / spin down)   0.30026 / 0.30025 Ha

=====

Which of them is most stable? Easy: #ii.

=====

#i
Density functional theory data (wB97M-V/def2-TZVPD) for CH3ClN2O2 in the gas phase.

The geometry in ORCA input format:
```
! RIJCOSX wB97M-V def2-TZVPD def2/J DEFGRID3
* xyz 0 1
C -1.316 0.694 0.026
N 0.863 -1.856 -0.531
N -0.067 1.088 0.130
O 0.730 0.511 1.044
O 0.509 1.866 -0.642
Cl 1.928 -0.857 0.106
H -1.771 1.431 -0.628
H -1.571 -0.174 0.558
H 0.696 -2.704 -0.063
*
```

Values from the calculation:
HOMO (spin up / spin down)   -9.08 / -9.27 eV
HOMO-LUMO gap (spin up / spin down)   0.25958 / 0.28236 Ha

=====

#ii
Density functional theory data (wB97M-V/def2-TZVPD) for 2 unconnected molecules or ions with the total composition CH3ClN2O2.

The geometry in ORCA input format:
```
! RIJCOSX wB97M-V def2-TZVPD def2/J DEFGRID3
* xyz 0 1
C -0.015 -0.145 -0.355
N -1.816 -0.104 0.511
N -2.507 1.014 0.094
O -1.823 2.022 -0.056
O -3.711 0.876 -0.057
Cl -2.633 -1.525 -0.124
H 0.431 0.128 0.543
H -0.162 -0.990 -0.954
H -0.225 0.683 -1.048
*
```

Values from the calculation:
HOMO   -10.39 eV
HOMO-LUMO gap   0.35096 Ha

=====

Which of them is most stable? Easy: #ii.

=====

#i
Density functional theory data (wB97M-V/def2-TZVPD) for 3 unconnected molecules or ions with the total composition C6H16N4.

The geometry in ORCA input format:
```
! RIJCOSX wB97M-V def2-TZVPD def2/J DEFGRID3
* xyz 0 1
C 1.790 0.221 1.313
C 0.258 2.511 0.661
N 0.987 0.189 0.082
C 0.451 1.442 -0.375
N 1.541 -0.700 -0.803
N 0.091 1.672 -1.568
H 1.584 -0.292 -1.737
H 0.323 -1.584 -1.251
H 0.209 0.872 -2.188
H 1.213 0.581 2.162
H 2.679 0.839 1.169
H 2.122 -0.798 1.500
H -0.278 3.337 0.202
H -0.313 2.147 1.515
H 1.216 2.881 1.030
C -2.049 -0.086 0.391
C -0.721 -2.115 -1.591
C -0.771 -0.780 0.693
N -0.576 -1.619 1.573
H 0.332 -2.072 1.628
H -1.992 0.480 -0.535
H -2.837 -0.832 0.285
H -1.405 -1.393 -2.029
H -1.267 -2.786 -0.935
H -0.288 -2.709 -2.399
H -2.301 0.594 1.206
*
```

Values from the calculation:
HOMO (spin up / spin down)   -7.04 / -7.04 eV
HOMO-LUMO gap (spin up / spin down)   0.26096 / 0.26104 Ha

=====

#ii
Density functional theory data (wB97M-V/def2-TZVPD) for a molecular structure, C6H16N4.

The geometry in ORCA input format:
```
! RIJCOSX wB97M-V def2-TZVPD def2/J DEFGRID3
* xyz 0 1
C -1.181 -0.718 1.437
C 0.121 1.309 1.536
C 1.301 -2.112 0.200
N -0.306 0.190 0.729
C 1.313 -0.688 -0.307
N 2.358 0.071 -0.379
H 3.107 -0.266 0.220
H -0.639 -1.249 2.229
H -1.621 -1.421 0.728
H -1.998 -0.180 1.936
H -0.667 2.067 1.642
H 1.005 1.759 1.078
H 0.370 0.991 2.556
H 1.655 -2.123 1.231
H 0.314 -2.570 0.164
H 1.986 -2.729 -0.388
C -0.712 1.930 -1.254
C -0.902 0.450 -0.999
N 0.399 -0.442 -1.470
N -1.938 -0.244 -1.357
H 0.925 0.003 -2.220
H -0.100 -1.266 -1.807
H -2.745 0.349 -1.526
H 0.301 2.249 -1.017
H -0.920 2.143 -2.305
H -1.426 2.495 -0.657
*
```

Values from the calculation:
HOMO   -7.39 eV
HOMO-LUMO gap   0.30450 Ha

=====

Which of them is most stable? Easy: #ii.

=====

#i
Density functional theory data (wB97M-V/def2-TZVPD) for 2 unconnected molecules or ions with the total composition C5H8ClN.

The geometry in ORCA input format:
```
! RIJCOSX wB97M-V def2-TZVPD def2/J DEFGRID3
* xyz 0 1
C 2.103 0.766 0.185
C -0.529 0.812 1.633
C 0.069 -0.920 -1.900
C -1.074 0.214 0.374
C -0.047 -0.691 -0.504
N 3.119 1.177 0.510
Cl 0.749 -1.870 0.385
H -0.347 0.064 2.400
H -1.264 1.542 1.856
H 0.416 1.375 1.534
H 0.286 -2.020 -2.051
H -0.929 -0.633 -2.507
H 0.957 -0.410 -2.339
H -1.506 0.945 -0.286
H -2.004 -0.350 0.712
*
```

Values from the calculation:
HOMO (spin up / spin down)   -9.21 / -9.21 eV
HOMO-LUMO gap (spin up / spin down)   0.26387 / 0.26394 Ha

=====

#ii
Density functional theory data (wB97M-V/def2-TZVPD) for 2 unconnected molecules or ions with the total composition C5H8ClN.

The geometry in ORCA input format:
```
! RIJCOSX wB97M-V def2-TZVPD def2/J DEFGRID3
* xyz 0 1
C 0.480 -0.396 1.099
C -0.069 0.078 -0.038
Cl 1.109 0.921 -1.152
C -1.428 -0.221 -0.613
C -2.064 0.919 -1.317
H 1.345 -0.163 1.725
H -0.224 -0.968 1.741
H -1.398 -1.054 -1.364
H -1.966 -0.580 0.204
H -1.482 1.259 -2.215
H -2.354 1.751 -0.665
H -3.020 0.637 -1.873
C 3.633 -0.705 1.446
N 3.549 0.072 2.258
H 3.889 -1.549 0.763
*
```

Values from the calculation:
HOMO   -9.50 eV
SMILES string   C=C(Cl)CC.C#N
HOMO-LUMO gap   0.37593 Ha

=====

Which of them is most stable? Easy: #ii.

=====

#i
Density functional theory data (wB97M-V/def2-TZVPD) for 2 unconnected molecules or ions with the total composition C3H8NS.

The geometry in ORCA input format:
```
! RIJCOSX wB97M-V def2-TZVPD def2/J DEFGRID3
* xyz -1 1
C 1.230 2.395 -0.677
S 1.010 2.392 1.143
H 2.196 2.796 -0.971
H 0.420 2.931 -1.158
H 1.173 1.367 -1.054
C -1.045 -2.521 -0.219
C -1.049 -1.215 0.114
N -0.242 -0.633 1.056
H -0.387 -3.177 0.326
H -1.688 -2.945 -0.968
H -1.845 -0.529 -0.176
H 0.370 -1.250 1.555
H -0.143 0.388 1.029
*
```

Values from the calculation:
HOMO   -2.51 eV
HOMO-LUMO gap   0.23940 Ha

=====

#ii
Density functional theory data (wB97M-V/def2-TZVPD) for a gas-phase ion, C3H8NS (charge -1).

The geometry in ORCA input format:
```
! RIJCOSX wB97M-V def2-TZVPD def2/J DEFGRID3
* xyz -1 1
C -0.325 0.717 1.739
C -1.005 0.395 0.367
N -0.728 1.518 -0.604
C -0.460 -0.934 -0.184
S 1.292 -0.896 -0.681
H 0.202 -0.152 2.124
H 0.313 1.590 1.687
H -1.147 0.903 2.445
H -2.088 0.306 0.484
H -0.435 1.020 -1.447
H 0.119 1.941 -0.260
H -1.027 -1.246 -1.068
H -0.616 -1.755 0.531
*
```

Values from the calculation:
HOMO   -2.34 eV
SMILES string   C[C@@H](N)C[S-]
HOMO-LUMO gap   0.24265 Ha

=====

#iii
Density functional theory data (wB97M-V/def2-TZVPD) for 2 unconnected molecules or ions with the total composition C3H8NS.

The geometry in ORCA input format:
```
! RIJCOSX wB97M-V def2-TZVPD def2/J DEFGRID3
* xyz -1 1
C -0.650 -1.085 2.802
S -0.269 -0.815 4.576
H 0.074 -1.854 2.382
H -1.568 -1.575 2.731
H -0.681 -0.079 2.312
C -0.279 1.718 -1.885
C 0.424 0.671 -1.380
N 1.306 -0.152 -2.073
H -0.365 2.078 -3.005
H -1.011 2.151 -1.109
H 0.238 0.109 -0.536
H 1.437 -0.124 -2.986
H 1.346 -1.043 -1.829
*
```

Values from the calculation:
HOMO   -1.95 eV
HOMO-LUMO gap   0.18876 Ha

=====

#iv
Density functional theory data (wB97M-V/def2-TZVPD) for a gas-phase ion, C3H8NS (charge -1).

The geometry in ORCA input format:
```
! RIJCOSX wB97M-V def2-TZVPD def2/J DEFGRID3
* xyz -1 1
N 1.551 0.738 -0.271
C 0.686 0.389 0.872
C -0.762 -0.007 0.550
C -0.992 -0.676 -0.802
S -0.932 0.337 -2.303
H 0.980 0.700 -1.116
H 2.278 0.038 -0.331
H 0.657 1.199 1.593
H 1.232 -0.342 1.491
H -1.309 0.943 0.571
H -1.161 -0.626 1.359
H -0.267 -1.508 -0.848
H -1.962 -1.185 -0.765
*
```

Values from the calculation:
HOMO   -2.42 eV
SMILES string   NCCC[S-]
HOMO-LUMO gap   0.24678 Ha

=====

Which of them is most stable? Easy: #ii.

=====

#i
Density functional theory data (wB97M-V/def2-TZVPD) for C5H5NO2 in the gas phase.

The geometry in ORCA input format:
```
! RIJCOSX wB97M-V def2-TZVPD def2/J DEFGRID3
* xyz 0 1
C -2.092 -0.673 0.170
C -0.585 -0.358 -0.129
N 0.097 -1.369 -0.254
O 1.559 -1.242 -0.188
C 2.059 0.008 0.086
C 1.507 1.130 0.154
C 0.056 1.000 -0.043
O -0.742 1.964 -0.288
H -2.526 -0.555 -0.872
H -2.533 0.342 0.791
H -2.125 -1.889 0.507
H 3.011 -0.269 0.105
H 2.314 1.911 -0.040
*
```

Values from the calculation:
HOMO   -9.80 eV
SMILES string   Cc1noccc1=O
HOMO-LUMO gap   0.36354 Ha

=====

#ii
Density functional theory data (wB97M-V/def2-TZVPD) for C5H5NO2 in the gas phase.

The geometry in ORCA input format:
```
! RIJCOSX wB97M-V def2-TZVPD def2/J DEFGRID3
* xyz 0 1
C 2.816 -2.126 0.245
C 2.033 -1.305 -0.048
C 1.198 -0.135 -0.032
C -0.148 -0.179 -0.076
C -0.899 1.168 -0.133
N 2.029 1.051 -0.004
O 1.600 2.144 0.298
O 3.178 0.827 -0.337
H 3.504 -2.903 -0.020
H -0.613 -1.068 -0.110
H -1.979 1.197 -0.058
H -0.583 1.856 0.651
H -0.747 1.636 -1.051
*
```

Values from the calculation:
HOMO   -9.97 eV
SMILES string   C#C/C(=C/C)[N+](=O)[O-]
HOMO-LUMO gap   0.34296 Ha

=====

Which of them is most stable? Easy: #i.